[1]
Molecular formula: C17H31INO7
Method: DFT, the ωB97M-V functional and the def2-TZVPD basis

XYZ file:
```
57
Properties=species:S:1:pos:R:3:lowdin_charge:R:1
C -4.20402 -0.56219 -0.36028 -0.048
C -4.10663 -1.41080 0.90591 -0.375
C -4.74201 -2.80433 0.71445 -0.044
C -2.79791 -1.39448 1.67962 -0.076
N -1.52725 -1.94486 1.08731 -0.044
C -1.62952 -3.08376 0.11058 -0.031
C -1.83589 -2.72853 -1.35341 -0.253
O -2.66631 -3.25942 -1.95589 0.136
C -0.49356 -0.92042 0.66194 -0.120
C -0.98497 0.24128 -0.16273 -0.301
C 0.25919 1.00157 -0.69864 -0.606
I -0.10393 1.67454 -2.70741 0.819
H -3.74724 0.40743 -0.25063 0.071
H -3.90045 -1.07230 -1.26545 0.072
H -5.25765 -0.34869 -0.49059 0.094
H -4.80323 -0.92519 1.57845 0.136
H -4.27114 -3.49506 1.40031 0.073
H -5.80167 -2.78407 0.91806 0.089
H -4.58826 -3.14510 -0.29804 0.069
H -2.59620 -0.38026 1.99093 0.131
H -2.97323 -1.91932 2.60872 0.138
H -1.04535 -2.37811 1.87125 0.176
H -2.32746 -3.83491 0.42875 0.127
H -0.65891 -3.57479 0.15546 0.141
H -1.21982 -1.97210 -1.86263 0.138
H -0.10397 -0.51791 1.59140 0.149
H 0.33636 -1.43441 0.20460 0.083
H -1.56153 0.95979 0.40316 0.107
H -1.58023 -0.02110 -1.02334 0.034
H 1.06627 0.29196 -0.78087 0.022
H 0.55055 1.81241 -0.05231 0.049
C 3.75540 -3.50597 3.45301 -0.017
C 3.71486 -3.66534 1.95346 -0.317
C 4.76977 -2.88342 1.20920 -0.071
O 4.12546 -2.63085 -0.05229 0.094
C 2.80298 -2.63960 0.15857 -0.553
O 1.98503 -2.28039 -0.63991 0.124
O 2.50290 -3.10440 1.39505 0.070
H 3.55362 -2.47234 3.73815 0.093
H 2.99089 -4.12393 3.92402 0.088
H 4.72737 -3.80014 3.84687 0.099
H 3.74611 -4.72359 1.68466 0.163
H 5.68944 -3.44307 1.06237 0.147
H 5.00328 -1.92476 1.67658 0.145
C 0.75788 6.13307 -3.67893 -0.022
C 1.70726 5.85915 -2.53776 -0.344
C 1.05803 5.85557 -1.17583 -0.107
O 2.13126 6.26963 -0.32550 0.057
C 2.98699 7.01932 -1.08107 -0.547
O 3.87825 7.66637 -0.64562 0.179
O 2.66862 6.91468 -2.40168 0.087
H 0.33612 7.13543 -3.59698 0.095
H 1.28428 6.08603 -4.63213 0.089
H -0.05283 5.40353 -3.69370 0.077
H 2.25415 4.92829 -2.71638 0.152
H 0.69586 4.87128 -0.88337 0.118
H 0.24301 6.57858 -1.08946 0.141
```

Summary:
Spin multiplicity   1
E_HOMO   -12.3 eV
Frontier orbital gap   9.28 eV
Charge   +1
E_LUMO   -3.06 eV



[2]
Molecular formula: C17H31LuN2O2P2
Method: DFT, the ωB97M-V functional and the def2-TZVPD basis

XYZ file:
```
55
Properties=species:S:1:pos:R:3:lowdin_charge:R:1
Lu 0.30567 0.52435 -0.12315 1.429
P 2.35415 -1.10226 0.44492 0.808
C 2.34409 -1.12046 -1.43123 -0.306
C 1.08558 -1.71487 -2.04872 -0.326
N -0.08593 -1.16950 -1.61826 -0.047
C -1.26474 -1.59386 -2.14576 -0.295
C -1.29479 -2.57097 -3.12923 0.012
C -0.09983 -3.11866 -3.58829 0.017
C 1.10872 -2.68543 -3.03843 0.015
C -2.55081 -0.97583 -1.64043 -0.264
P -2.33553 0.66342 -0.78829 0.803
H 2.07634 -3.07333 -3.36112 0.135
H -2.26123 -2.87275 -3.53262 0.138
H -0.10429 -3.87464 -4.37179 0.136
H -3.24933 -0.83404 -2.47985 0.109
H -3.04252 -1.65091 -0.91725 0.112
H 2.42426 -0.02084 -1.75328 0.080
H 3.25872 -1.65096 -1.74325 0.111
H 0.71478 2.80524 -1.43732 0.053
O 1.35017 1.90491 -1.44015 -0.250
H 1.94263 1.90298 -2.21178 0.101
H -0.57164 3.18869 -0.13067 0.088
O -0.36739 3.57899 -1.02525 -0.009
H -0.26496 4.54427 -0.90066 0.140
C -2.81519 1.79248 -2.14168 -0.258
H -3.86195 1.62567 -2.43264 0.067
H -2.69310 2.83749 -1.82443 0.041
H -2.17240 1.62599 -3.01597 0.060
C -3.79821 0.71360 0.30026 -0.237
H -3.69814 1.57706 0.97477 0.063
H -4.73025 0.82007 -0.27604 0.070
H -3.85298 -0.19522 0.91670 0.042
C 2.20161 -2.85149 0.89327 -0.236
H 3.13602 -3.37822 0.65590 0.064
H 2.00798 -2.90602 1.97554 0.066
H 1.36262 -3.32293 0.36655 0.052
C 4.09922 -0.76509 0.81748 -0.236
H 4.17054 -0.49982 1.88326 0.066
H 4.70287 -1.66309 0.61769 0.065
H 4.47336 0.07887 0.22101 0.060
C 1.66803 2.72056 1.97187 -0.071
C 0.70317 1.86117 2.69074 -0.421
C 0.36751 1.89629 4.04611 -0.044
C -0.55124 0.84377 4.27859 -0.037
C -0.74865 0.19321 3.05319 -0.394
C -1.58255 -0.99927 2.79076 -0.062
N -0.01222 0.84200 2.06851 -0.170
H 2.53772 2.91219 2.61943 0.100
H 1.22791 3.70016 1.72127 0.079
H 2.07020 2.26326 1.04790 0.036
H 0.76003 2.60696 4.76960 0.112
H -1.02684 0.55205 5.21071 0.113
H -1.43841 -1.73656 3.59707 0.095
H -2.65335 -0.73751 2.77663 0.070
H -1.32542 -1.49114 1.83781 0.054
```

Summary:
Spin multiplicity   1
Energy relative to the best compared isomer or geometry (same formula, charge and spin)   0.0 kJ/mol
E_HOMO   -12.2 eV
Frontier orbital gap   5.75 eV
Charge   +2
E_LUMO   -6.46 eV



[3]
Molecular formula: C17H31N3P2Pd
Method: DFT, the ωB97M-V functional and the def2-TZVPD basis

XYZ file:
```
54
Properties=species:S:1:pos:R:3:lowdin_charge:R:1
P 2.52412 0.39298 -1.07045 0.717
P -1.10952 0.30226 -1.54032 0.977
C 1.50236 -0.51958 -2.27037 -0.391
C 0.27461 0.28501 -2.71165 -0.346
H 1.21142 -1.48668 -1.82031 0.079
H 2.12652 -0.71681 -3.15380 0.087
H 0.52520 1.34897 -2.88529 0.081
H -0.13942 -0.13807 -3.64492 0.107
C -2.13692 -1.15431 -2.01757 -0.190
H -2.80891 -1.47215 -1.20478 0.048
H -1.49785 -2.00324 -2.29481 0.051
H -2.75663 -0.91579 -2.89301 0.050
C -2.14989 1.64654 -2.15195 -0.204
H -2.51788 1.36930 -3.15207 0.055
H -1.54022 2.55349 -2.23938 0.054
H -3.01482 1.85749 -1.50955 0.050
C 3.48276 -0.79282 -0.10695 -0.229
H 3.96026 -0.26421 0.72761 0.040
H 4.23524 -1.22571 -0.77670 0.051
H 2.82274 -1.57385 0.30689 0.059
C 3.70936 1.47817 -2.03284 -0.314
H 3.23377 1.89743 -2.93019 0.054
H 4.42178 0.66207 -2.20938 0.058
H 4.30418 2.30067 -1.56043 0.035
Pd 2.87034 2.28639 -0.21917 0.593
C -3.63431 -1.49554 1.47349 -0.155
C -3.08719 -2.72437 1.57751 -0.125
C -1.97598 -3.25820 0.70747 -0.191
C -0.67063 -2.37943 0.50519 -0.274
C -0.73240 -0.99226 0.96745 -0.261
C -1.39899 0.13849 0.37096 -0.435
C -2.67638 0.72125 1.09904 -0.179
C -3.23708 -0.23810 2.15484 -0.213
C 4.40253 2.78935 1.13010 -0.211
H -4.53663 -1.36793 0.84978 0.115
H -3.62971 -3.47989 2.15580 0.100
H -2.41906 -3.36155 -0.30124 0.083
H -1.69652 -4.27914 1.01564 0.094
H 0.17017 -2.82328 1.08786 0.100
H -0.39111 -2.45423 -0.57170 0.050
H -0.36239 -0.81421 1.97932 0.065
H -0.63943 0.94954 0.50141 0.046
H -3.46147 0.97262 0.34211 0.091
H -2.38758 1.62936 1.65171 0.106
H -2.51196 -0.34222 2.97877 0.118
H -4.16768 0.23211 2.54124 0.116
H 4.11035 3.65108 1.74873 -0.013
H 5.32632 3.02154 0.55370 -0.015
H 4.59919 1.92343 1.78625 -0.012
N 1.76123 1.93646 1.44669 0.006
C 1.09970 1.58711 2.35506 -0.320
N 0.25440 1.08713 3.19810 0.064
C 0.22421 1.48532 4.45847 -0.399
N 0.13576 1.76802 5.59762 0.076
```

Summary:
Spin multiplicity   3
⟨S²⟩   2.05
Energy relative to the best compared isomer or geometry (same formula, charge and spin)   304.4 kJ/mol
E_HOMO (spin up / spin down)   -5.0 / -4.8 eV
Frontier orbital gap (spin up / spin down)   4.10 / 3.82 eV
E_LUMO (spin up / spin down)   -0.91 / -1.00 eV



[4]
Molecular formula: C17H31N3P2Re
Method: DFT, the ωB97M-V functional and the def2-TZVPD basis

XYZ file:
```
54
Properties=species:S:1:pos:R:3:lowdin_charge:R:1
P 1.78066 2.57190 -0.67413 0.649
P 0.11211 -0.11618 -1.09534 0.886
C 2.32857 1.46935 -2.07974 -0.345
C 1.30193 0.40289 -2.45729 -0.406
H 3.28328 1.03186 -1.76443 0.085
H 2.50529 2.12700 -2.94183 0.099
H 0.63945 0.81257 -3.24330 0.085
H 1.78092 -0.51876 -2.86727 0.099
C 0.75765 -3.23754 -2.19038 -0.055
H 0.38817 -4.23400 -1.87248 0.105
H 1.77807 -3.40527 -2.58128 0.102
H 0.12439 -2.87358 -3.00153 0.081
C -1.28597 -0.56221 -2.25732 -0.260
H -0.87681 -0.70627 -3.27209 0.061
H -1.98208 0.28389 -2.27461 0.043
H -1.84747 -1.46638 -1.98756 0.042
C 3.37996 2.83546 0.13981 -0.180
H 3.28801 2.81947 1.22609 0.054
H 3.78206 3.80318 -0.17697 0.076
H 4.06996 2.04502 -0.17665 0.061
C 1.50893 4.17051 -1.50031 -0.213
H 0.55376 4.18498 -2.03756 0.063
H 2.32687 4.35120 -2.20619 0.077
H 1.49773 4.96229 -0.74366 0.061
Re -0.03728 1.82706 0.21648 1.122
C -2.78319 -2.23763 2.16254 -0.090
C -1.85002 -3.04511 1.64728 -0.097
C -1.28494 -3.13126 0.24813 -0.196
C 0.22755 -2.80943 0.25960 -0.237
C 0.82692 -2.26475 -1.02659 -0.286
C -2.06969 1.17479 0.69719 0.028
C -2.52867 -0.22586 0.56251 -0.282
C -3.34396 -0.91791 1.69322 -0.146
C 0.19484 3.40839 1.55820 -0.273
H -3.26004 -2.57352 3.08908 0.124
H -1.43351 -3.84616 2.27457 0.128
H -1.87214 -2.50705 -0.44030 0.074
H -1.41037 -4.15410 -0.19189 0.141
H 0.52230 -2.14858 1.10136 0.094
H 0.72579 -3.77946 0.38589 0.134
H 1.84790 -1.88609 -0.84243 0.097
H -2.76078 1.91009 1.15320 0.090
H -1.61547 -0.84105 0.43342 0.026
H -3.10797 -0.31077 -0.38090 0.154
H -3.40776 -0.24940 2.56509 0.122
H -4.36928 -1.06370 1.31763 0.131
H -0.68015 3.32810 2.21098 0.030
H 0.17986 4.38602 1.05874 0.021
H 1.09793 3.34403 2.18129 0.030
N 0.47632 0.76600 1.65009 -0.096
C 0.46476 0.10881 2.63760 -0.191
N 0.69485 -0.70998 3.56624 0.180
C -0.03013 -0.98051 4.64006 -0.294
N -0.60909 -1.32228 5.60775 0.194
```

Summary:
Spin multiplicity   4
⟨S²⟩   3.81
Energy relative to the best compared isomer or geometry (same formula, charge and spin)   161.6 kJ/mol
E_HOMO (spin up / spin down)   -14.9 / -14.9 eV
Frontier orbital gap (spin up / spin down)   5.65 / 5.20 eV
Charge   +2
E_LUMO (spin up / spin down)   -9.21 / -9.67 eV



no.,DFT total energy (eV)
1,-42048.24647
2,-77393.90794
3,-44647.38244
4,-43285.24689